1.
Br2FH2PSi | the ωB97M-V functional and the def2-TZVPD basis

The geometry in ORCA input format:
```
! wB97M-V def2-TZVPD RIJCOSX def2/J DEFGRID3
* xyz 0 1
H 0.4103 -2.6598 -0.7102
P -0.4751 -1.7801 -0.2695
Si 1.0790 -0.3450 0.0181
F 0.8521 1.0101 0.9106
Br 3.2071 -0.6516 -0.3948
Br -2.0115 2.5297 0.0206
H -3.0619 1.8966 0.4251
*
```

Summary:
* SMILES: [H]/P=[Si](/F)Br.Br
* Kohn-Sham gap: 8.07 eV
* F_max: 4.63 eV/A



2.
C25H28N6O4 | the ωB97M-V functional and the def2-TZVPD basis

The geometry in ORCA input format:
```
! wB97M-V def2-TZVPD RIJCOSX def2/J DEFGRID3
* xyz 0 1
C 0.6319 4.7018 1.3571
C 1.7178 4.7386 0.2970
O 2.2212 3.4107 0.0983
C 2.5142 3.0251 -1.1321
O 2.4072 3.6945 -2.1236
C 3.0105 1.5774 -1.1621
N 3.0201 0.9638 0.1250
N 4.1321 0.7551 0.8340
N 3.7893 0.2415 1.9388
N 2.4734 0.0891 2.0154
C 1.9811 0.5321 0.8812
C 0.5549 0.6034 0.4830
N 0.3519 0.1610 -0.8887
C 0.3108 -1.2935 -1.0047
C 1.6821 -1.8539 -0.7422
C 2.0103 -2.4272 0.4757
C 3.3064 -2.8206 0.7582
C 4.3074 -2.6465 -0.1911
O 5.6162 -2.9564 -0.0074
C 6.0426 -3.2975 1.2914
C 3.9713 -2.1217 -1.4411
C 2.6778 -1.7313 -1.7073
C -0.7505 0.8448 -1.5521
C -2.0874 0.6568 -0.8804
C -2.8784 -0.4170 -1.1048
C -4.1142 -0.6059 -0.4153
C -4.9446 -1.7136 -0.6242
C -6.1329 -1.8555 0.0591
C -7.0262 -3.0376 -0.1580
C -6.5042 -0.8645 0.9768
C -5.7100 0.2347 1.2038
C -4.5063 0.3770 0.5112
N -3.6894 1.4573 0.7071
C -2.4870 1.6796 0.0817
O -1.8409 2.6844 0.3435
H 1.0201 4.2567 2.2698
H -0.2201 4.1197 1.0155
H 0.3030 5.7150 1.5687
H 2.5603 5.3610 0.6171
H 1.3384 5.1152 -0.6579
H 4.0296 1.5642 -1.5564
H 2.3496 1.0119 -1.8267
H 0.2372 1.6469 0.5656
H -0.0256 0.0151 1.2104
H -0.4200 -1.7381 -0.3086
H 0.0097 -1.5339 -2.0278
H 1.2518 -2.5456 1.2357
H 3.5249 -3.2342 1.7289
H 7.1264 -3.3827 1.2319
H 5.7756 -2.5181 2.0112
H 5.6231 -4.2565 1.6134
H 4.7511 -2.0142 -2.1782
H 2.4342 -1.3139 -2.6740
H -0.5136 1.9127 -1.5668
H -0.7928 0.4817 -2.5822
H -2.5877 -1.1639 -1.8311
H -4.6350 -2.4639 -1.3374
H -7.1536 -3.5910 0.7714
H -6.6123 -3.7072 -0.9070
H -8.0118 -2.7119 -0.4878
H -7.4347 -0.9705 1.5146
H -6.0082 0.9919 1.9142
H -3.9781 2.1677 1.3702
*
```

Summary:
* SMILES: CCOC(=O)Cn1nnnc1CN(Cc1ccc(OC)cc1)Cc1cc2cc(C)ccc2[nH]c1=O
* Kohn-Sham gap: 8.07 eV
* F_max: 1.47 eV/A



3.
C3H14O3S | the ωB97M-V functional and the def2-TZVPD basis

The geometry in ORCA input format:
```
! wB97M-V def2-TZVPD RIJCOSX def2/J DEFGRID3
* xyz 0 1
C 0.8663 2.4040 -1.2551
C 1.6989 1.3246 -0.5618
C 0.9881 0.0293 -0.2162
S 2.0828 -1.1280 0.6872
H 1.5906 3.1063 -1.6614
H 0.3415 2.0021 -2.1280
H 0.0901 2.7976 -0.6087
H 2.2287 1.6672 0.3302
H 2.5462 1.0725 -1.2303
H 0.2067 0.2606 0.5039
H 0.5104 -0.4707 -1.0628
H 1.7966 -0.5353 1.8604
O -1.5996 -1.3727 1.3526
H -1.3382 -1.4115 0.4187
H -1.9843 -2.2008 1.6048
O -2.8087 0.8837 0.5744
H -2.7087 1.7555 0.9528
H -2.0929 0.3474 0.9664
O -2.0858 -0.9612 -1.3783
H -2.5962 -0.1583 -1.1777
H -2.7147 -1.5426 -1.7827
*
```

Summary:
* SMILES: CCCS.O.O.O
* Kohn-Sham gap: 9.42 eV
* F_max: 1.43 eV/A



no.,HOMO energy (eV),lowest unoccupied orbital energy (Ha)
1,-8.687,-0.0228
2,-8.219,-0.0053
3,-8.850,0.0208